ORCA calculation (ωB97M-V/def2-TZVPD) on a cluster of 2 separate species, C5H16NO in total at a distorted geometry.

The geometry in XYZ format:
```
23
Properties=species:S:1:pos:R:3:nbo_charge:R:1
C -1.0822 1.2371 -0.7710 -0.655
C -1.0694 0.0264 0.0922 0.017
C -0.0042 -1.0167 -0.2859 -0.264
C -0.7136 -2.0219 -1.2680 -0.623
C 1.3701 -0.6072 -0.7503 -0.624
N -0.6689 0.4337 1.6172 -0.695
H -1.3906 0.9445 -1.8120 0.264
H -0.1739 1.8327 -0.8048 0.237
H -1.8973 1.8142 -0.4732 0.229
H -1.9739 -0.4892 0.0325 0.233
H 0.3455 -1.7546 0.4867 0.224
H -0.6998 -3.0129 -0.7548 0.231
H -0.2393 -1.9770 -2.2275 0.226
H -1.7381 -1.9872 -1.4475 0.217
H 2.0149 -1.3561 -1.1212 0.246
H 1.8766 -0.1091 0.0849 0.207
H 1.3672 -0.0308 -1.6173 0.215
H 0.2966 0.5508 1.6654 0.448
H -0.6995 -0.2690 2.3016 0.422
H -1.1517 1.2212 2.0505 0.434
H 2.5211 1.7555 2.1936 0.499
H 1.9801 2.7953 1.1498 0.501
O 1.7304 2.0202 1.6591 -0.989
```

Kohn-Sham gap ... 11.77 eV
Spin multiplicity ... 1
Energy relative to the best compared isomer or geometry (same formula, charge and spin) ... 39.5 kcal per mole
Charge ... +1

ORCA calculation (ωB97M-V/def2-TZVPD) on a cluster of 2 separate species, C5H16NO in total at a distorted geometry.

The geometry in XYZ format:
```
23
Properties=species:S:1:pos:R:3:nbo_charge:R:1
C -0.5974 0.8508 -0.3450 -0.185
C 0.6836 0.0215 -0.3022 -0.227
C 0.9245 -0.7995 -1.5699 -0.616
C 1.7503 0.8909 0.1687 -0.331
C 2.7848 0.1185 1.0231 -0.548
N -1.7892 0.0751 -0.7484 -0.739
H -0.5771 1.7343 -1.0072 0.254
H -0.7703 1.1963 0.6865 0.241
H 0.2597 -0.7928 0.3629 0.246
H 1.8889 -1.1679 -1.5572 0.266
H 0.1838 -1.5310 -1.8224 0.235
H 0.9166 -0.1094 -2.3970 0.249
H 2.0707 1.4813 -0.6621 0.292
H 1.4834 1.6466 0.9702 0.380
H 2.1854 -0.5987 1.7411 0.293
H 3.4467 -0.5961 0.4069 0.377
H 3.4782 0.7976 1.6868 0.307
H -2.4989 0.6695 -1.3193 0.477
H -1.4175 -0.7057 -1.3406 0.444
H -2.4171 -0.2516 0.1084 0.496
H -3.6831 -0.7895 2.0377 0.547
H -2.1598 -1.2940 1.9217 0.510
O -2.8925 -0.8385 1.4467 -0.968
```

Kohn-Sham gap (alpha / beta) ... 13.38 / 5.66 eV
Spin multiplicity ... 2
Energy relative to the best compared isomer or geometry (same formula, charge and spin) ... 31.4 kcal per mole
Charge ... +2

ORCA calculation (ωB97M-V/def2-TZVPD) on a cluster of 3 separate species, C5H16NO2 in total at a distorted geometry.

The geometry in XYZ format:
```
24
Properties=species:S:1:pos:R:3:nbo_charge:R:1
C -0.2035 1.7813 -1.9392 -0.661
C -1.0892 0.7663 -1.1914 0.000
C -0.4997 0.5144 0.1968 -0.479
C -1.0822 1.4123 1.2604 -0.207
C -1.0487 1.0346 2.5266 -0.363
N -0.9057 -0.6181 -1.9577 -0.714
H 0.7743 1.4385 -2.1811 0.234
H -0.7221 2.2306 -2.7910 0.237
H -0.2243 2.6776 -1.2683 0.254
H -2.1227 0.9544 -1.3219 0.224
H 0.5681 0.5527 0.1698 0.227
H -0.7710 -0.5045 0.5882 0.234
H -1.6238 2.3099 0.9383 0.215
H -1.4671 1.7187 3.2667 0.212
H -0.6532 0.1761 3.0741 0.212
H -1.7090 -1.2117 -1.8312 0.432
H -0.0315 -1.0532 -1.6169 0.478
H -0.8188 -0.3297 -2.9451 0.432
H 1.4205 -2.8465 -0.5534 0.497
H 1.7483 -1.4749 0.1598 0.522
O 1.3680 -1.8929 -0.6639 -1.004
H 3.1456 -2.3691 2.0269 0.493
H 2.4960 -1.0871 2.5441 0.489
O 2.3503 -1.8302 1.9474 -0.963
```

Kohn-Sham gap ... 10.26 eV
Spin multiplicity ... 1
Energy relative to the best compared isomer or geometry (same formula, charge and spin) ... 26.5 kcal per mole
Charge ... +1

ORCA calculation (ωB97M-V/def2-TZVPD) on a cluster of 3 separate species, C5H16NO2 in total at a distorted geometry.

The geometry in XYZ format:
```
24
Properties=species:S:1:pos:R:3:nbo_charge:R:1
C 2.1309 -0.9022 0.1329 -0.617
C 1.8011 0.4727 0.7016 -0.403
C 1.1518 1.4408 -0.3218 -0.486
C -0.3019 1.5071 -0.1369 0.165
C -0.9814 2.3648 0.6204 -0.373
N -1.0936 0.3074 -0.5712 -0.744
H 2.7242 -1.4035 0.9245 0.230
H 1.2267 -1.4696 -0.1053 0.183
H 2.7281 -1.0012 -0.7665 0.223
H 1.1995 0.3523 1.6110 0.215
H 2.7278 0.9345 1.0921 0.232
H 1.3069 1.3241 -1.3980 0.233
H 1.6235 2.4450 -0.1674 0.259
H -2.0559 2.2742 0.7314 0.209
H -0.4532 3.2706 0.9187 0.243
H -0.6991 -0.2565 -1.3509 0.476
H -1.0787 -0.3849 0.1887 0.466
H -2.0347 0.6307 -0.7764 0.440
H -2.3412 -1.5040 2.1339 0.490
H -0.9959 -2.1378 2.4531 0.499
O -1.4855 -1.7135 1.7471 -0.974
H -0.1170 -2.2838 -2.7604 0.511
H -1.0259 -2.5898 -1.4605 0.504
O -0.7334 -1.9292 -2.1138 -0.983
```

Kohn-Sham gap ... 11.04 eV
Spin multiplicity ... 1
Energy relative to the best compared isomer or geometry (same formula, charge and spin) ... 22.2 kcal per mole
Charge ... +1

ORCA calculation (ωB97M-V/def2-TZVPD) on a cluster of 2 separate species, C5H16NO2 in total at a distorted geometry.

The geometry in XYZ format:
```
24
Properties=species:S:1:pos:R:3:nbo_charge:R:1
C 2.0838 -1.1004 -0.0158 -0.116
O 2.6662 0.1389 0.3083 -0.706
C 0.5691 -0.9590 0.0092 -0.033
C 0.1940 0.0224 -1.1730 -0.256
C 0.2240 1.4854 -0.6252 -0.657
C -1.3011 -0.2388 -1.4557 -0.602
N 0.1535 -0.4124 1.4497 -0.728
H 2.3765 -1.7552 -0.8622 0.223
H 2.4120 -1.7939 0.7841 0.188
H 2.8241 0.6024 -0.5246 0.490
H 0.0291 -1.8919 -0.0914 0.225
H 0.5779 -0.2300 -2.1564 0.252
H 0.1517 2.0556 -1.5472 0.254
H 0.8489 1.8163 0.2411 0.226
H -0.6753 1.7618 -0.0437 0.193
H -1.7707 0.5941 -2.0187 0.228
H -1.2376 -1.1340 -2.0803 0.214
H -1.8766 -0.3280 -0.5623 0.209
H 0.1196 -1.2539 2.0294 0.436
H 0.8351 0.2713 1.7765 0.453
H -0.8310 -0.0940 1.4424 0.473
H -3.3732 0.3129 2.0144 0.517
H -2.4401 1.5397 1.5105 0.503
O -2.5599 0.5909 1.5910 -0.986
```

Kohn-Sham gap ... 11.26 eV
Spin multiplicity ... 1
Energy relative to the best compared isomer or geometry (same formula, charge and spin) ... 42.2 kcal per mole
Charge ... +1

ORCA calculation (ωB97M-V/def2-TZVPD) on a cluster of 2 separate species, C5H16NO2 in total at a distorted geometry.

The geometry in XYZ format:
```
24
Properties=species:S:1:pos:R:3:nbo_charge:R:1
C 2.1326 -0.4066 -0.6441 -0.094
O 2.1596 -0.3449 -2.0715 -0.624
C 0.6447 -0.2028 -0.3236 -0.042
C 0.3338 -0.1614 1.1777 -0.461
C -1.0748 -0.6506 1.4576 -0.365
C -1.2730 -2.0477 1.9803 -0.603
N 0.1436 1.0691 -0.9902 -0.689
H 2.8624 0.3685 -0.3524 0.252
H 2.3751 -1.4279 -0.3599 0.239
H 2.8859 -0.8444 -2.4993 0.535
H 0.1579 -1.0560 -0.7579 0.246
H 0.9456 -0.9728 1.5888 0.265
H 0.6425 0.7270 1.7342 0.294
H -1.6764 0.0425 2.1143 0.408
H -1.7665 -0.5059 0.5853 0.324
H -1.8673 -2.0591 2.8841 0.328
H -1.8065 -2.6350 1.2165 0.321
H -0.3372 -2.5656 2.1481 0.250
H 0.9287 1.7198 -0.9042 0.454
H -0.6928 1.5052 -0.5768 0.477
H -0.0091 0.9932 -1.9893 0.466
H -1.9459 2.6779 -2.4144 0.487
H -2.2434 3.6774 -1.3569 0.511
O -1.5196 3.1001 -1.6463 -0.980
```

Kohn-Sham gap (alpha / beta) ... 12.38 / 3.58 eV
Spin multiplicity ... 2
Energy relative to the best compared isomer or geometry (same formula, charge and spin) ... 57.7 kcal per mole
Charge ... +2

Q: charge of number 6 (C5H16NO2)?
A: +2

Repeat the sixth record exactly.
ORCA calculation (ωB97M-V/def2-TZVPD) on a cluster of 2 separate species, C5H16NO2 in total at a distorted geometry.

The geometry in XYZ format:
```
24
Properties=species:S:1:pos:R:3:nbo_charge:R:1
C 2.1326 -0.4066 -0.6441 -0.094
O 2.1596 -0.3449 -2.0715 -0.624
C 0.6447 -0.2028 -0.3236 -0.042
C 0.3338 -0.1614 1.1777 -0.461
C -1.0748 -0.6506 1.4576 -0.365
C -1.2730 -2.0477 1.9803 -0.603
N 0.1436 1.0691 -0.9902 -0.689
H 2.8624 0.3685 -0.3524 0.252
H 2.3751 -1.4279 -0.3599 0.239
H 2.8859 -0.8444 -2.4993 0.535
H 0.1579 -1.0560 -0.7579 0.246
H 0.9456 -0.9728 1.5888 0.265
H 0.6425 0.7270 1.7342 0.294
H -1.6764 0.0425 2.1143 0.408
H -1.7665 -0.5059 0.5853 0.324
H -1.8673 -2.0591 2.8841 0.328
H -1.8065 -2.6350 1.2165 0.321
H -0.3372 -2.5656 2.1481 0.250
H 0.9287 1.7198 -0.9042 0.454
H -0.6928 1.5052 -0.5768 0.477
H -0.0091 0.9932 -1.9893 0.466
H -1.9459 2.6779 -2.4144 0.487
H -2.2434 3.6774 -1.3569 0.511
O -1.5196 3.1001 -1.6463 -0.980
```

Kohn-Sham gap (alpha / beta) ... 12.38 / 3.58 eV
Spin multiplicity ... 2
Energy relative to the best compared isomer or geometry (same formula, charge and spin) ... 57.7 kcal per mole
Charge ... +2